# 1
DFT (the ωB97M-V functional and the def2-TZVPD basis) results for a molecular structure, C40H49BrMoN6O5P.

Each line ends with the Löwdin charge.
Cartesian coordinates (Å):
Mo1 -0.33 -0.60 -0.41  1.602
C1 2.95 -2.81 1.06  -0.195
C2 3.60 -1.41 0.99  -0.160
C3 2.65 -0.19 0.75  -0.216
N1 1.24 -0.45 1.03  -0.095
C4 0.90 -0.76 2.27  -0.280
C5 1.77 -0.55 3.37  -0.055
C6 1.69 -0.93 4.70  -0.104
C7 0.77 -1.75 5.34  -0.126
C8 -0.39 -2.27 4.76  -0.103
C9 -0.94 -2.02 3.54  -0.029
C10 -0.48 -1.25 2.42  -0.238
N2 -1.25 -1.05 1.37  -0.124
C11 -2.69 -0.85 1.59  -0.207
C12 -3.60 -1.60 0.60  -0.157
C13 -3.25 -1.24 -0.84  -0.218
N3 -1.90 -1.73 -1.13  -0.105
C14 -1.75 -3.00 -1.45  -0.205
C15 -2.86 -3.89 -1.64  -0.035
C16 -2.93 -5.15 -2.19  -0.111
C17 -1.91 -5.98 -2.69  -0.141
C18 -0.56 -5.72 -2.59  -0.110
C19 0.12 -4.64 -2.04  -0.032
C20 -0.34 -3.41 -1.51  -0.214
N4 0.48 -2.47 -1.04  -0.083
C21 1.92 -2.64 -1.30  -0.228
C22 2.70 -3.49 -0.29  -0.179
H1 2.01 -2.76 1.60  0.094
H2 3.61 -3.45 1.64  0.106
H3 4.36 -1.41 0.20  0.108
H4 4.13 -1.26 1.93  0.092
H5 2.71 0.13 -0.28  0.066
H6 3.02 0.65 1.34  0.098
H7 2.66 0.02 3.15  0.093
H8 2.51 -0.58 5.31  0.105
H9 0.96 -2.00 6.37  0.086
H10 -0.95 -2.95 5.39  0.099
H11 -1.88 -2.53 3.36  0.099
H12 -2.87 0.22 1.46  0.075
H13 -2.98 -1.11 2.60  0.100
H14 -4.64 -1.33 0.82  0.114
H15 -3.48 -2.68 0.76  0.107
H16 -3.25 -0.16 -0.94  0.086
H17 -3.99 -1.63 -1.54  0.106
H18 -3.82 -3.50 -1.36  0.077
H19 -3.93 -5.56 -2.26  0.095
H20 -2.21 -6.91 -3.15  0.080
H21 0.09 -6.50 -2.99  0.097
H22 1.20 -4.77 -2.03  0.076
H23 2.36 -1.64 -1.30  0.072
H24 2.06 -3.02 -2.30  0.114
H25 3.66 -3.74 -0.75  0.113
H26 2.17 -4.43 -0.11  0.102
C23 0.91 3.77 4.94  -0.081
C24 0.41 2.38 4.57  -0.315
O1 -0.72 2.49 3.71  -0.305
P1 -0.67 2.14 2.09  0.908
O2 0.65 3.04 1.73  -0.305
C25 1.02 3.26 0.35  -0.294
C26 2.44 3.76 0.31  -0.070
O3 -1.80 3.26 1.66  -0.318
C27 -3.18 2.95 1.70  -0.337
C28 -3.96 4.23 1.49  -0.076
H27 1.81 3.70 5.57  0.071
H28 0.14 4.32 5.48  0.072
H29 1.16 4.31 4.03  0.067
H30 0.09 1.84 5.46  0.111
H31 1.21 1.81 4.10  0.081
H32 0.34 3.99 -0.08  0.106
H33 0.91 2.33 -0.22  0.077
H34 2.59 4.51 1.09  0.074
H35 2.64 4.22 -0.66  0.077
H36 3.15 2.95 0.46  0.061
H37 -3.44 2.50 2.66  0.111
H38 -3.42 2.24 0.90  0.094
H39 -3.68 4.96 2.26  0.078
H40 -5.03 4.03 1.55  0.076
H41 -3.74 4.65 0.51  0.066
Br1 6.32 1.53 -3.22  0.698
C29 4.58 1.35 -3.95  -0.667
C30 4.29 1.95 -5.17  -0.213
N5 3.10 1.83 -5.75  0.065
C31 2.16 1.11 -5.10  -0.072
C32 2.36 0.52 -3.87  -0.100
C33 3.61 0.62 -3.29  -0.058
C34 1.22 -0.15 -3.13  -0.617
O4 0.48 -0.91 -3.74  0.039
O5 1.17 0.19 -1.89  -0.193
H42 5.03 2.55 -5.68  0.094
H43 1.20 1.02 -5.59  0.121
H44 3.82 0.14 -2.34  0.103
N6 -1.15 0.94 -0.88  -0.183
C35 -1.74 1.70 -1.87  -0.361
C36 -2.00 1.15 -3.14  -0.044
C37 -2.60 1.90 -4.14  -0.100
C38 -3.00 3.21 -3.91  -0.128
C39 -2.75 3.77 -2.66  -0.111
C40 -2.12 3.04 -1.66  -0.054
H45 -1.69 0.13 -3.32  0.089
H46 -2.77 1.45 -5.11  0.096
H47 -3.48 3.80 -4.69  0.086
H48 -3.05 4.79 -2.45  0.091
H49 -1.91 3.49 -0.70  0.073

Summary:
**HOMO-LUMO gap (alpha / beta)**: 5.40 / 5.13 eV
**Energy above the lowest of the compared OMol25 structures with the same formula, charge and spin**: 0.0 kJ/mol
**2S+1**: 1
**Net charge**: -1
**Maximum force**: 0.03247 Eh/bohr
**Lowest unoccupied orbital energy (alpha / beta)**: 2.30 / 2.33 eV

# 2
DFT (the ωB97M-V functional and the def2-TZVPD basis) results for a molecular structure, C28H68GaNO15P3.

Each line ends with the Löwdin charge.
Cartesian coordinates (Å):
C1 -0.57 -0.20 1.75  -0.139
C2 -0.38 -1.70 1.25  -0.268
C3 0.49 -1.82 -0.08  -0.228
C4 1.91 -1.14 0.09  -0.230
C5 2.82 -1.22 -1.23  -0.208
C6 3.53 0.21 -1.37  -0.215
C7 4.57 0.17 -2.57  -0.230
C8 4.26 1.19 -3.75  -0.233
C9 4.46 2.73 -3.33  -0.292
C10 3.47 3.59 -4.24  -0.285
Ga1 4.21 5.41 -4.83  0.337
O1 4.82 6.52 -3.42  -0.331
O2 2.73 6.37 -5.63  -0.261
N1 2.48 5.79 -6.81  -0.223
O3 1.45 5.16 -6.80  -0.075
H1 -0.98 0.42 0.89  0.075
H2 0.39 0.30 2.08  0.064
H3 -1.33 -0.24 2.58  0.073
H4 -1.42 -2.06 0.97  0.099
H5 0.03 -2.35 2.08  0.103
H6 -0.05 -1.25 -0.90  0.114
H7 0.61 -2.90 -0.40  0.110
H8 1.77 -0.03 0.30  0.094
H9 2.47 -1.58 0.96  0.112
H10 3.58 -2.04 -1.08  0.101
H11 2.17 -1.44 -2.13  0.113
H12 2.75 1.02 -1.45  0.112
H13 4.13 0.35 -0.42  0.111
H14 4.50 -0.88 -3.02  0.095
H15 5.64 0.31 -2.24  0.106
H16 4.92 1.03 -4.65  0.112
H17 3.16 1.10 -4.02  0.105
H18 4.19 2.88 -2.24  0.095
H19 5.55 3.05 -3.44  0.092
H20 3.28 2.98 -5.18  0.046
H21 2.49 3.69 -3.68  0.052
H22 5.32 5.28 -6.00  -0.053
H23 5.30 6.02 -2.75  -0.042
O4 4.34 -5.24 -0.24  -0.207
P1 5.36 -6.31 -0.65  0.736
O5 4.62 -7.56 0.14  -0.242
C11 3.37 -8.03 -0.36  -0.292
C12 3.51 -8.66 -1.73  -0.082
O6 6.45 -5.86 0.51  -0.266
C13 6.74 -4.47 0.70  -0.292
C14 6.13 -3.99 2.00  -0.076
O7 6.53 -7.40 -1.25  -0.257
C15 7.49 -8.08 -0.46  -0.284
C16 6.95 -9.32 0.23  -0.076
H24 2.64 -7.22 -0.37  0.108
H25 3.01 -8.78 0.35  0.119
H26 3.81 -7.91 -2.47  0.072
H27 2.56 -9.10 -2.05  0.078
H28 4.27 -9.44 -1.73  0.069
H29 6.38 -3.88 -0.15  0.103
H30 7.83 -4.36 0.74  0.115
H31 5.06 -4.22 2.05  0.071
H32 6.26 -2.91 2.12  0.078
H33 6.60 -4.50 2.85  0.074
H34 8.00 -7.43 0.25  0.110
H35 8.26 -8.40 -1.17  0.117
H36 6.35 -9.06 1.10  0.073
H37 7.77 -9.94 0.58  0.078
H38 6.33 -9.91 -0.45  0.071
O8 -1.02 3.05 4.00  -0.213
P2 -0.68 4.43 3.43  0.736
O9 -0.94 5.28 4.83  -0.242
C17 -0.03 5.09 5.91  -0.296
C18 1.36 5.60 5.57  -0.081
O10 -2.17 4.62 2.72  -0.261
C19 -2.73 3.53 1.98  -0.284
C20 -3.89 2.93 2.75  -0.075
O11 -0.20 5.87 2.67  -0.251
C21 -1.04 6.99 2.39  -0.278
C22 -1.27 7.90 3.58  -0.077
H39 0.00 4.04 6.20  0.106
H40 -0.42 5.66 6.76  0.118
H41 1.80 5.01 4.76  0.073
H42 2.02 5.54 6.44  0.077
H43 1.33 6.64 5.23  0.071
H44 -1.97 2.77 1.76  0.092
H45 -3.08 3.91 1.02  0.119
H46 -3.60 2.66 3.77  0.071
H47 -4.27 2.04 2.25  0.070
H48 -4.70 3.65 2.84  0.072
H49 -1.99 6.69 1.94  0.111
H50 -0.52 7.56 1.62  0.122
H51 -1.98 7.47 4.28  0.071
H52 -1.68 8.86 3.25  0.079
H53 -0.34 8.09 4.11  0.071
O12 -6.07 0.56 -0.52  -0.211
P3 -7.43 -0.09 -0.27  0.724
O13 -7.80 -0.44 -1.85  -0.236
C23 -7.02 -1.42 -2.53  -0.289
C24 -7.20 -2.80 -1.92  -0.082
O14 -8.24 1.34 -0.08  -0.258
C25 -7.65 2.38 0.70  -0.294
C26 -7.18 3.50 -0.20  -0.072
O15 -8.82 -0.92 0.26  -0.254
C27 -10.16 -0.51 0.01  -0.285
C28 -10.68 -0.88 -1.36  -0.076
H54 -5.96 -1.13 -2.52  0.110
H55 -7.35 -1.43 -3.57  0.120
H56 -6.81 -2.84 -0.90  0.071
H57 -6.67 -3.55 -2.51  0.079
H58 -8.26 -3.07 -1.87  0.068
H59 -6.83 1.99 1.31  0.092
H60 -8.41 2.75 1.39  0.116
H61 -6.53 3.13 -0.99  0.075
H62 -6.65 4.27 0.37  0.074
H63 -8.04 3.97 -0.69  0.075
H64 -10.32 0.55 0.22  0.110
H65 -10.77 -1.05 0.75  0.117
H66 -10.28 -0.21 -2.13  0.074
H67 -11.77 -0.79 -1.39  0.078
H68 -10.40 -1.90 -1.63  0.071

Summary:
**HOMO-LUMO gap**: 4.20 eV
**Energy above the lowest of the compared OMol25 structures with the same formula, charge and spin**: 1075.6 kJ/mol
**2S+1**: 1
**Net charge**: -1
**Maximum force**: 0.17848 Eh/bohr
**Lowest unoccupied orbital energy**: -0.64 eV

Question: What is the energy above the lowest of the compared OMol25 structures with the same formula, charge and spin in the first record?
Answer: 0.0 kJ/mol

Question: What is the 2S+1 in the second record?
Answer: 1

Question: energy above the lowest of the compared OMol25 structures with the same formula, charge and spin of number 1 (C40H49BrMoN6O5P)?
Answer: 0.0 kJ/mol